1.
{
  "formula": "C34H50Cl21I2N2O",
  "method": "the ωB97M-V functional and the def2-TZVPD basis",
  "de_lowest_kj_mol": 0.0,
  "total_charge": 1,
  "gap_ev": 5.7,
  "lumo_energy_ev": -3.9,
  "largest_force_ha_per_bohr": 0.025,
  "homo_energy_ev": -9.61,
  "e_tot_ev": -320261.6412,
  "elements": ["C", "C", "C", "O", "C", "C", "N", "C", "C", "C", "C", "C", "C", "C", "C", "C", "C", "C", "C", "C", "N", "C", "C", "C", "C", "C", "C", "I", "C", "C", "I", "C", "H", "H", "H", "H", "H", "H", "H", "H", "H", "H", "H", "H", "H", "H", "H", "H", "H", "H", "H", "H", "H", "H", "H", "H", "H", "H", "H", "H", "H", "H", "H", "H", "H", "H", "H", "H", "H", "H", "H", "H", "H", "H", "H", "C", "Cl", "Cl", "Cl", "H", "C", "Cl", "Cl", "Cl", "H", "C", "Cl", "Cl", "Cl", "H", "C", "Cl", "Cl", "Cl", "H", "C", "Cl", "Cl", "Cl", "H", "C", "Cl", "Cl", "Cl", "H", "C", "Cl", "Cl", "Cl", "H"],
  "positions_angstrom": [[3.8483, -2.5304, 5.2409], [4.0093, -1.5105, 4.1037], [4.8992, -0.3551, 4.5348], [4.6319, 0.8733, 3.8234], [4.7369, 0.7657, 2.4805], [5.9331, 0.4752, 1.8836], [5.9869, 0.3687, 0.5447], [4.9376, 0.5193, -0.2765], [5.2320, 0.3003, -1.7360], [5.5375, -1.1966, -2.0370], [4.2832, -2.0360, -2.2995], [3.7173, -2.6581, -1.0156], [2.2836, -3.2075, -1.1954], [1.3383, -2.8271, -0.0421], [0.5226, -3.9836, 0.5500], [-0.1889, -3.5289, 1.8467], [-1.7267, -3.4632, 1.7433], [-2.3241, -2.1687, 2.3412], [-2.8493, -1.2130, 1.2686], [-3.4840, 0.0494, 1.9036], [-4.7274, 0.4152, 1.2593], [-4.8591, 1.1044, 0.0865], [-6.1996, 1.2632, -0.1688], [-6.9164, 0.6420, 0.8980], [-5.9644, 0.1444, 1.7530], [3.6939, 0.8248, 0.2817], [2.4689, 0.9844, -0.6058], [0.5995, 0.9181, 0.4609], [2.4711, 2.2740, -1.4955], [3.6535, 3.2179, -1.3175], [2.1412, 1.7761, -3.5612], [3.6261, 0.9419, 1.6604], [4.6869, -3.2288, 5.2309], [2.9277, -3.1039, 5.1455], [3.8491, -2.0561, 6.2230], [3.0265, -1.1345, 3.8022], [4.4110, -2.0532, 3.2422], [4.7128, -0.1532, 5.5892], [5.9621, -0.6179, 4.4746], [6.8471, 0.3141, 2.4377], [6.8783, 0.1261, 0.1292], [4.3838, 0.6013, -2.3445], [6.0978, 0.9130, -1.9993], [6.2442, -1.2243, -2.8669], [6.0716, -1.6267, -1.1803], [4.5634, -2.8483, -2.9715], [3.5192, -1.4100, -2.7702], [4.3582, -3.5145, -0.7779], [3.7913, -1.9859, -0.1547], [2.3242, -4.2852, -1.3578], [1.8907, -2.7656, -2.1157], [0.5963, -2.1284, -0.4428], [1.8560, -2.2880, 0.7580], [-0.2620, -4.2152, -0.1726], [1.1372, -4.8673, 0.7268], [0.1562, -2.5314, 2.1370], [0.0661, -4.1924, 2.6756], [-2.0774, -3.5494, 0.7120], [-2.1803, -4.2942, 2.2878], [-3.1445, -2.3886, 3.0288], [-1.5657, -1.6329, 2.9235], [-3.6316, -1.6964, 0.6802], [-2.0364, -0.9026, 0.6056], [-2.7962, 0.8929, 1.7897], [-3.6490, -0.0870, 2.9716], [-4.0014, 1.4240, -0.4755], [-6.6725, 1.7420, -1.0001], [-7.9796, 0.5714, 1.0471], [-6.1551, -0.3795, 2.6767], [2.4341, 0.1138, -1.2599], [1.5867, 2.8454, -1.2297], [3.4146, 4.1355, -1.8549], [4.5909, 2.8410, -1.7235], [3.7410, 3.4749, -0.2623], [2.6959, 1.1767, 2.1670], [-9.2677, -0.3797, -2.8371], [-9.5440, -1.9770, -3.5511], [-10.8004, 0.3803, -2.4056], [-8.1964, -0.4743, -1.4391], [-8.7861, 0.2395, -3.5799], [2.2839, 6.7878, 0.2098], [3.8623, 6.8277, -0.5792], [1.0466, 7.4798, -0.8259], [1.8514, 5.1318, 0.6738], [2.3454, 7.3785, 1.1141], [2.0951, 2.3368, 5.5982], [1.2247, 3.6683, 6.3399], [1.9798, 0.8727, 6.5748], [1.4891, 2.0244, 3.9622], [3.1397, 2.6087, 5.5168], [-4.9464, 3.8747, -3.5056], [-4.8152, 2.6300, -2.2630], [-5.2775, 5.4468, -2.7797], [-3.4878, 3.9398, -4.5024], [-5.7778, 3.6206, -4.1504], [-8.4864, 0.9207, -7.3949], [-8.6538, -0.2769, -6.1117], [-7.2731, 2.1351, -6.9720], [-8.0774, 0.1421, -8.9227], [-9.4370, 1.4233, -7.5145], [6.4760, -0.4784, 8.4145], [6.2596, -2.1432, 7.8605], [4.9299, 0.3771, 8.4241], [7.2292, -0.4357, 10.0007], [7.1313, 0.0246, 7.7158], [-8.8799, -0.9833, -12.4181], [-7.3967, -1.2045, -13.3468], [-10.1793, -0.3799, -13.4449], [-9.3531, -2.4854, -11.6230], [-8.6888, -0.2428, -11.6534]],
  "mulliken_charge": [-1.2756, 0.3825, -0.1331, -0.4421, -0.2803, -0.7524, 0.1485, 0.1088, -0.6966, -1.0535, -0.7117, 0.0972, -1.3680, 0.4714, -1.1640, -0.2833, -0.9664, -0.7713, -0.0340, -1.2341, 0.3330, -0.4496, -0.1901, -1.0481, -0.3887, 0.4212, -0.4846, 0.4292, -0.5034, -1.1692, 0.1405, 2.0067, 0.3553, 0.3359, 0.2689, 0.0960, 0.1470, -0.1015, 0.1590, 0.4971, 0.4123, -0.2697, 0.6896, 0.4217, 0.4735, 0.4667, 0.3040, 0.5771, -0.3715, 0.5885, 0.4671, -0.0977, -0.0698, 0.3476, 0.5134, 0.0347, 0.4568, 0.4844, 0.3686, 0.4191, 0.3050, 0.3307, 0.1679, 0.3334, 0.4640, 0.3452, 0.5311, 0.5721, 0.3939, -0.0784, 0.7053, 0.4652, 0.2120, 0.3118, -1.1280, 0.3016, -0.1507, -0.1442, -0.1080, 0.0925, -0.0864, -0.1204, -0.1028, -0.0251, 0.3515, 0.1855, -0.1120, -0.1336, -0.0597, 0.1277, 0.1958, -0.0631, -0.1348, -0.1381, 0.0966, 0.0011, -0.0934, -0.1209, -0.1039, 0.3005, 0.0835, -0.1234, -0.0956, -0.1153, 0.2556, 0.3535, -0.1213, -0.1223, -0.1179, 0.0036]
}

2.
{
  "formula": "C34H50GeN4OPV",
  "method": "the ωB97M-V functional and the def2-TZVPD basis",
  "total_charge": 1,
  "spin_multiplicity": 4,
  "gap_ev": [7.9, 8.4],
  "lumo_energy_ev": [-1.9, -2.0],
  "s_squared": 3.7616,
  "largest_force_ha_per_bohr": 0.013,
  "homo_energy_ev": [-9.87, -10.31],
  "e_tot_ev": -135564.7056,
  "elements": ["V", "C", "C", "N", "C", "C", "N", "C", "C", "N", "H", "H", "H", "H", "H", "H", "H", "H", "H", "H", "H", "H", "H", "H", "H", "C", "C", "C", "C", "C", "O", "C", "N", "C", "C", "C", "C", "C", "C", "P", "C", "C", "C", "C", "C", "C", "C", "C", "C", "C", "C", "C", "H", "H", "H", "H", "H", "H", "H", "H", "H", "H", "H", "H", "H", "H", "H", "H", "H", "H", "H", "H", "H", "H", "H", "H", "C", "Ge", "C", "C", "C", "H", "H", "H", "H", "H", "H", "H", "H", "H", "H", "H"],
  "positions_angstrom": [[0.8815, 0.7767, 0.4841], [2.6903, 2.5440, -1.2419], [2.2864, 3.3509, 0.0046], [2.0859, 2.4975, 1.1879], [3.2987, 2.0595, 1.9036], [3.0914, 0.6513, 2.4502], [2.6172, -0.2518, 1.3863], [3.6263, -0.6240, 0.3843], [3.7228, 0.3637, -0.7795], [2.4545, 1.0846, -1.0782], [3.7416, 2.7078, -1.4839], [2.1195, 2.9048, -2.0963], [1.3271, 3.8149, -0.1858], [3.0101, 4.1486, 0.1978], [1.4745, 2.9994, 1.8239], [3.5490, 2.7351, 2.7247], [4.1434, 2.0847, 1.2153], [2.3199, 0.6822, 3.2238], [4.0137, 0.2857, 2.9143], [2.2641, -1.1112, 1.7920], [3.3460, -1.6059, 0.0148], [4.6142, -0.7120, 0.8507], [4.0677, -0.1716, -1.6648], [4.4934, 1.1040, -0.5742], [2.0658, 0.7293, -1.9445], [0.2442, -1.5266, -3.7930], [1.7206, -1.7589, -3.4947], [2.5017, -2.1573, -4.7440], [1.9453, -2.7816, -2.3758], [1.5198, -4.2153, -2.7322], [0.6632, -4.6044, -1.6460], [0.5176, -3.5130, -0.8539], [1.1719, -2.4670, -1.1588], [-0.4742, -3.7223, 0.2297], [-0.7064, -5.0470, 0.6141], [-1.7264, -5.3731, 1.4860], [-2.5702, -4.3744, 1.9498], [-2.3396, -3.0624, 1.5786], [-1.2745, -2.7022, 0.7497], [-1.0791, -0.8859, 0.4295], [-1.5546, -0.2426, 2.0784], [-0.5330, -0.3295, 3.0271], [-0.7381, 0.0461, 4.3480], [-1.9793, 0.5169, 4.7423], [-3.0058, 0.6061, 3.8115], [-2.7982, 0.2336, 2.4923], [-2.4198, -0.6978, -0.8041], [-2.3269, -1.5847, -1.8793], [-3.2414, -1.5459, -2.9178], [-4.2764, -0.6215, -2.8968], [-4.3791, 0.2637, -1.8365], [-3.4561, 0.2317, -0.7991], [0.1273, -0.8735, -4.6592], [-0.2653, -1.0661, -2.9452], [-0.2755, -2.4604, -4.0243], [2.1374, -0.8159, -3.1290], [2.0752, -3.0467, -5.2130], [3.5482, -2.3694, -4.5140], [2.4761, -1.3600, -5.4869], [3.0105, -2.7659, -2.1192], [2.3479, -4.9181, -2.7896], [0.9374, -4.2772, -3.6516], [-0.0866, -5.8282, 0.2004], [-1.8796, -6.4040, 1.7749], [-3.4030, -4.6110, 2.5985], [-3.0036, -2.2963, 1.9545], [0.4205, -0.7661, 2.7452], [0.0641, -0.0489, 5.0688], [-2.1509, 0.8063, 5.7704], [-3.9813, 0.9633, 4.1154], [-3.6280, 0.2823, 1.8027], [-1.5380, -2.3273, -1.9022], [-3.1492, -2.2437, -3.7399], [-4.9969, -0.5912, -3.7031], [-5.1778, 0.9933, -1.8122], [-3.5460, 0.9686, -0.0150], [-0.9211, 3.5431, 2.8841], [-1.2534, 3.7559, 0.9439], [-0.4475, 5.4885, 0.4590], [-3.1939, 3.9568, 0.7400], [-0.6515, 2.2260, -0.1180], [-0.7934, 4.5175, 3.3595], [-0.0489, 2.9322, 3.1352], [-1.7766, 3.0561, 3.3506], [-1.0922, 6.2846, 0.8348], [-0.3630, 5.6116, -0.6222], [0.5398, 5.6363, 0.9005], [-3.5533, 4.8744, 1.2079], [-3.7153, 3.1170, 1.2053], [-3.4604, 3.9823, -0.3177], [-0.4272, 2.6085, -1.1282], [-1.6153, 1.7325, -0.2753]],
  "lowdin_spin": [2.7972, 0.0051, 0.0057, 0.0069, 0.0030, 0.0091, 0.0245, 0.0074, 0.0051, 0.0159, 0.0003, 0.0001, 0.0005, 0.0006, 0.0034, -0.0002, 0.0001, 0.0022, 0.0005, 0.0063, 0.0005, 0.0004, -0.0001, 0.0003, 0.0065, 0.0004, 0.0001, 0.0000, 0.0004, 0.0002, 0.0003, 0.0008, 0.0112, 0.0002, 0.0001, -0.0001, 0.0000, -0.0005, 0.0021, 0.0312, 0.0030, 0.0088, 0.0024, -0.0003, 0.0012, 0.0000, 0.0046, 0.0005, 0.0002, 0.0000, 0.0004, 0.0007, 0.0000, 0.0008, 0.0000, 0.0000, 0.0000, 0.0000, 0.0000, 0.0000, 0.0000, 0.0000, 0.0000, 0.0000, 0.0000, -0.0001, 0.0060, 0.0001, 0.0000, 0.0001, 0.0000, 0.0000, 0.0000, 0.0000, 0.0000, 0.0004, 0.0017, 0.0011, 0.0013, -0.0014, 0.0071, 0.0002, 0.0006, 0.0000, 0.0002, 0.0000, 0.0000, -0.0002, 0.0000, 0.0000, 0.0063, 0.0063]
}

3.
{
  "formula": "C34H50InP2",
  "method": "the ωB97M-V functional and the def2-TZVPD basis",
  "de_lowest_kj_mol": 0.0,
  "total_charge": 1,
  "gap_ev": 5.7,
  "lumo_energy_ev": -3.5,
  "largest_force_ha_per_bohr": 0.048,
  "homo_energy_ev": -9.22,
  "e_tot_ev": -59812.3641,
  "elements": ["In", "C", "C", "C", "C", "C", "C", "H", "H", "H", "C", "H", "H", "H", "C", "H", "H", "H", "C", "H", "H", "H", "C", "H", "H", "H", "C", "C", "C", "C", "C", "C", "C", "C", "H", "H", "H", "H", "H", "H", "H", "H", "H", "H", "H", "H", "P", "P", "C", "C", "H", "H", "H", "H", "C", "H", "H", "H", "C", "H", "H", "H", "C", "H", "H", "H", "C", "H", "H", "H", "C", "C", "C", "C", "C", "C", "C", "C", "C", "C", "H", "H", "H", "H", "H", "H", "H"],
  "positions_angstrom": [[-0.7268, 0.9224, 0.1575], [-0.6080, -2.3916, 0.8934], [0.7501, -2.5721, 0.5346], [0.6762, -0.9223, 2.1372], [-0.6662, -1.3498, 1.8782], [1.5408, -1.6633, 1.2895], [-1.7728, -3.1902, 0.4463], [-1.5849, -3.7290, -0.4888], [-2.6568, -2.5613, 0.2845], [-2.0350, -3.9349, 1.2149], [-1.8464, -0.9597, 2.6930], [-2.6989, -1.6313, 2.5028], [-2.1870, 0.0628, 2.4583], [-1.5898, -0.9913, 3.7680], [1.0536, 0.0776, 3.1636], [0.5393, -0.1466, 4.1162], [0.7711, 1.0999, 2.8534], [2.1440, 0.0928, 3.3291], [3.0178, -1.5814, 1.3053], [3.4085, -2.1364, 2.1725], [3.3697, -0.5463, 1.3855], [3.4754, -2.0066, 0.4063], [1.2936, -3.5875, -0.3935], [1.6762, -4.4500, 0.1698], [2.1215, -3.1901, -0.9879], [0.5318, -3.9486, -1.0872], [-2.1064, 0.9307, -6.6468], [-1.9888, -0.4027, -6.7377], [-1.1098, -1.1121, -7.7313], [0.2697, -0.4627, -8.0453], [1.0356, 0.0730, -6.8736], [0.9371, 1.3124, -6.3783], [0.0215, 2.3922, -6.8795], [-1.3379, 1.9225, -7.4732], [-1.6360, -1.2241, -8.6985], [0.1534, 0.2922, -8.8360], [-0.9286, -2.1363, -7.3688], [-1.1861, 1.5793, -8.5075], [-2.8653, 1.3736, -5.9837], [-2.6469, -1.0550, -6.1462], [-1.9686, 2.8238, -7.5355], [-0.1847, 3.0894, -6.0506], [1.6216, 1.6188, -5.5755], [0.5399, 2.9909, -7.6516], [0.8927, -1.2672, -8.4671], [1.7712, -0.6274, -6.4520], [-1.2589, 0.3722, -2.3957], [1.3931, 1.6992, -1.3706], [-0.3953, 1.5431, -3.5653], [0.7702, 2.3935, -2.9873], [-1.1804, 2.1880, -4.0014], [-0.0202, 0.8986, -4.3816], [1.6133, 2.4320, -3.7102], [0.4511, 3.4445, -2.8476], [2.3588, 2.9787, -0.4955], [3.0402, 2.4762, 0.2074], [1.6932, 3.6349, 0.0784], [2.9479, 3.5674, -1.2098], [2.7605, 0.6178, -1.9355], [3.3528, 1.1781, -2.6718], [2.3804, -0.3012, -2.3933], [3.4017, 0.3513, -1.0860], [-3.0311, 0.6937, -2.7342], [-3.6148, -0.0509, -2.1758], [-3.2185, 0.5681, -3.8119], [-3.3624, 1.6862, -2.4010], [-1.1164, -1.2642, -3.2102], [-0.1132, -1.6911, -3.0954], [-1.3568, -1.1548, -4.2791], [-1.8420, -1.9368, -2.7343], [-2.4591, 4.7526, 4.7909], [-1.9622, 3.4243, 4.7637], [-1.6774, 2.7583, 3.5728], [-1.9114, 3.4090, 2.3309], [-1.6721, 2.8418, 1.0400], [-1.9762, 3.5843, -0.0878], [-2.3914, 4.9556, -0.0142], [-2.6141, 5.5361, 1.2108], [-2.4082, 4.7875, 2.3864], [-2.6667, 5.4321, 3.6067], [-2.6792, 5.2510, 5.7357], [-1.7943, 2.9089, 5.7096], [-1.2655, 1.7362, 3.5734], [-1.8965, 3.1804, -1.1060], [-2.5292, 5.5408, -0.9312], [-2.9503, 6.5687, 1.3325], [-3.0301, 6.4662, 3.5904]],
  "mulliken_charge": [0.4002, 0.2027, 0.8122, 0.1700, 0.7464, 0.5107, -1.8376, 0.3826, 0.3550, 0.3411, -0.8847, 0.4004, 0.1000, 0.2915, -1.1421, 0.3063, 0.1058, 0.4371, -1.7889, 0.3326, 0.3627, 0.4096, -1.8506, 0.3393, 0.3918, 0.3765, -0.1001, -0.5550, -0.8287, -1.0042, -0.1894, -0.4374, -0.3796, -1.0785, 0.3365, 0.3398, 0.3393, 0.3057, 0.4771, 0.6787, 0.4299, 0.2419, 0.4236, 0.4479, 0.4064, 0.3845, 0.5450, 0.7999, -0.1314, -0.9911, 0.4924, -0.3821, 0.4286, 0.3762, -1.3076, 0.3872, 0.3187, 0.4389, -1.3909, 0.4930, 0.2935, 0.3789, -1.3596, 0.4611, 0.2988, 0.3674, -0.8688, 0.3047, -0.0229, 0.4747, -0.5661, -0.8965, 0.0922, 0.7800, 0.2009, 0.0317, -1.2460, -0.9086, 0.9758, -0.7878, 0.3825, 0.4191, 0.3338, 0.1783, 0.3926, 0.3573, 0.3472]
}